Molecular formula: C4H12
Method: DFT, ωB97M-V/def2-TZVPD

Structure (XYZ):
```
16
Properties=species:S:1:pos:R:3:forces:R:3:lowdin_charge:R:1
C -1.126343 3.140796 -2.366974 -0.09 -0.38 -0.18 -0.05
H -1.616296 2.163842 -2.344134 0.11 0.03 0.69 0.01
H -0.130444 3.142207 -1.930065 0.15 -0.36 -0.26 0.01
H -1.673698 3.890022 -1.804798 -0.41 0.01 -0.31 0.02
H -1.103188 3.315007 -3.439722 0.25 0.69 0.07 0.02
C 1.502896 -1.711527 0.268125 -0.91 -0.96 -0.90 0.11
C 0.798848 -1.204007 1.681549 -0.09 1.94 2.98 -0.13
C -0.673137 -1.291702 1.436196 0.53 -0.44 -1.27 0.00
H 2.560362 -1.804017 0.549735 -0.02 0.57 0.46 0.14
H 1.167085 -0.992387 -0.464901 0.49 0.21 -0.16 0.10
H 1.142348 -2.706483 0.009735 -0.04 0.07 0.01 0.10
H 1.185103 -0.199472 1.915136 0.11 -0.10 -0.92 0.14
H 1.088737 -1.738938 2.583499 0.29 -0.80 -0.53 0.12
H -1.089190 -1.912755 2.227513 -0.24 -0.37 -0.26 0.13
H -1.171063 -0.323385 1.244677 0.57 0.14 0.07 0.15
H -0.862021 -1.767202 0.434429 -0.70 -0.24 0.51 0.15
```
Forces are in eV/Å.

## Properties
Highest occupied orbital energy (spin up / spin down) (Ha): -0.5634 / -0.5634
Relative energy (zero: lowest compared OMol25 entry of this formula, charge and spin) (eV): 0.193
Multiplicity: 2
Electronic energy (eV): -4331.0385
Net charge: +1
Strongest force on any atom (Eh/bohr): 0.069

=====

Molecular formula: C4H12
Method: DFT, ωB97M-V/def2-TZVPD

Structure (XYZ):
```
16
Properties=species:S:1:pos:R:3:forces:R:3:lowdin_charge:R:1
C 0.963221 -1.775284 0.004224 0.93 -1.20 -1.50 -0.09
C -0.328080 -1.854383 -0.872251 4.38 1.62 -1.06 -0.06
H 1.900686 -2.199729 -0.445718 -0.83 1.08 -0.65 0.10
H 1.074096 -0.723296 0.179518 0.88 0.30 0.88 0.01
H 1.047900 -2.433996 0.862880 -1.21 0.55 0.72 0.08
H -0.967270 -2.355794 -0.336700 -4.07 -2.58 2.70 0.02
H -0.809888 -0.946568 -1.244316 -0.01 0.71 0.11 0.08
H -0.094709 -2.365941 -1.774228 0.19 -0.46 -1.01 0.09
C -0.813013 2.133041 0.957034 -1.68 -1.81 0.55 -0.04
C 0.146050 1.564747 -0.079477 -0.75 1.72 -1.18 -0.02
H -1.298784 1.221181 1.501673 0.95 1.97 -0.52 0.13
H -0.081458 2.663782 1.656696 -0.27 -0.12 -0.30 0.17
H -1.669771 2.876013 0.713340 1.84 -1.04 -0.02 0.14
H -0.370556 0.589902 -0.341173 -0.14 -0.43 -0.01 0.11
H 1.115938 1.037418 0.137062 -0.24 0.00 0.15 0.14
H 0.344744 2.228305 -0.966211 0.02 -0.33 1.11 0.14
```
Forces are in eV/Å.

## Properties
Highest occupied orbital energy (spin up / spin down) (Ha): -0.5880 / -0.5814
Relative energy (zero: lowest compared OMol25 entry of this formula, charge and spin) (eV): 1.340
Multiplicity: 2
Electronic energy (eV): -4329.8917
Net charge: +1
Strongest force on any atom (Eh/bohr): 0.107

=====

Molecular formula: C4H12B2F8KO2
Method: DFT, ωB97M-V/def2-TZVPD

Structure (XYZ):
```
29
Properties=species:S:1:pos:R:3:forces:R:3:lowdin_charge:R:1
K -0.527808 -0.431481 1.036025 0.27 -0.04 0.48 0.92
B -3.483765 -1.480915 2.106893 -0.65 -0.60 -0.09 -1.25
F -2.619146 -0.839741 3.017502 0.09 0.26 -0.37 0.07
F -4.429224 -0.622000 1.533093 0.28 0.32 0.20 0.10
F -2.685448 -1.993233 1.024070 0.31 0.08 0.06 -0.01
F -4.145266 -2.533105 2.748804 0.23 0.06 -0.08 0.10
B 2.390007 1.360003 2.141944 -0.80 0.55 0.51 -1.23
F 2.485564 1.968145 3.411210 -0.04 -0.28 -0.53 0.09
F 1.391063 2.030807 1.354672 0.22 -0.13 0.01 0.03
F 3.614229 1.384627 1.496721 0.16 -0.19 -0.22 0.12
F 1.896408 0.030333 2.278085 0.15 -0.24 -0.05 0.02
C -1.997396 1.092306 -1.475615 0.85 -0.11 0.44 -0.10
C -2.660373 2.207129 -2.292294 0.11 -1.02 0.69 -0.31
O -2.153867 3.473800 -1.904666 -0.12 0.01 -0.32 -0.07
H -1.998945 1.359352 -0.416450 -0.22 0.34 -0.06 0.06
H -0.938877 0.992614 -1.746099 -0.03 0.06 -0.11 0.07
H -2.424216 0.086832 -1.499729 -0.39 0.20 -0.49 0.08
H -3.722612 2.157366 -2.058410 -0.09 0.40 -0.23 0.11
H -2.496436 2.030854 -3.356418 -0.21 0.03 -0.10 0.11
H -1.352824 3.617866 -2.417096 0.05 0.12 0.19 0.08
C 3.785807 -1.608855 -0.291020 1.16 0.41 -0.81 -0.08
C 2.400755 -1.617345 -0.877725 -0.87 0.78 0.57 -0.30
O 1.434633 -2.311454 -0.063045 -0.05 0.10 -0.02 -0.13
H 3.873067 -1.214584 0.720932 -0.62 -0.52 0.22 0.07
H 4.393781 -0.852579 -0.812666 -0.24 -0.18 -0.33 0.08
H 4.324117 -2.545521 -0.448385 -0.14 -0.14 0.40 0.07
H 2.283016 -1.972728 -1.904099 0.57 -0.12 -0.02 0.11
H 2.063256 -0.573322 -0.894836 -0.04 -0.10 0.02 0.11
H 1.300499 -3.195170 -0.411399 0.06 -0.05 0.05 0.08
```
Forces are in eV/Å.

## Properties
Highest occupied orbital energy (Ha): -0.3174
Relative energy (zero: lowest compared OMol25 entry of this formula, charge and spin) (eV): 0.000
Electronic energy (eV): -47872.4016
Net charge: -1
Strongest force on any atom (Eh/bohr): 0.029

=====

Molecular formula: C4H12BNO
Method: DFT, ωB97M-V/def2-TZVPD

Structure (XYZ):
```
19
Properties=species:S:1:pos:R:3:forces:R:3:lowdin_charge:R:1
B 0.383002 -1.156579 -0.776741 -0.41 -2.91 0.02 -0.67
C 0.666825 1.999239 0.843711 -2.98 -2.49 1.58 -0.11
C -1.255547 -0.378426 1.184565 2.09 5.27 -2.51 0.04
C 0.115875 1.393913 -0.527604 0.45 1.80 0.64 -0.26
C -0.551855 0.050833 -0.615217 -1.26 -0.78 3.84 -0.14
N -0.071464 -2.601447 -0.831769 -1.81 3.21 0.67 0.14
O 1.700205 -0.888911 -0.747141 2.35 0.08 0.00 0.14
H 0.907418 2.999254 0.641569 0.29 1.49 -0.10 0.02
H 1.576631 1.502578 1.253637 -0.84 0.07 -0.31 0.07
H -0.248415 1.966710 1.682670 2.64 0.29 -2.04 0.11
H -1.530597 -1.329534 0.942405 -1.40 -2.33 0.36 -0.02
H -1.927484 0.527602 1.343472 0.10 -1.93 -0.32 0.07
H -0.427416 -0.193030 1.888205 -0.23 -0.85 -0.49 0.04
H -0.622564 2.192030 -0.871870 1.28 -0.92 -0.11 0.12
H 1.068723 1.310367 -1.084840 -0.80 0.60 -0.57 0.10
H -1.453685 0.011283 -1.225035 0.01 0.19 0.12 0.10
H -1.106105 -2.622628 -0.935281 1.18 -0.40 0.00 0.07
H 0.355695 -3.228403 -1.456327 0.64 -0.81 -0.71 0.03
H 2.420756 -1.554850 -0.708411 -1.30 0.42 -0.08 0.13
```
Forces are in eV/Å.

## Properties
Highest occupied orbital energy (Ha): -0.3331
Relative energy (zero: lowest compared OMol25 entry of this formula, charge and spin) (eV): 2.464
Electronic energy (eV): -8556.7915
Net charge: 0
Strongest force on any atom (Eh/bohr): 0.121

=====

Molecular formula: C4H12BrN2P
Method: DFT, ωB97M-V/def2-TZVPD

Structure (XYZ):
```
20
Properties=species:S:1:pos:R:3:forces:R:3:lowdin_charge:R:1
C -2.002513 1.390197 -1.151674 -3.00 0.86 1.21 -0.23
C 0.376061 1.411289 -0.657597 -2.09 2.21 -3.36 -0.16
C 0.793480 -1.589886 2.191842 -3.24 1.43 1.47 -0.16
C 0.635559 -1.703791 -0.255468 -1.35 0.69 0.22 -0.13
N -0.879417 0.738288 -0.542733 -2.09 -2.35 1.62 -0.49
N 0.207884 -1.027025 0.996862 -0.12 0.48 -1.32 -0.53
P -1.217004 -0.049506 1.069676 2.25 -0.53 -2.33 0.68
Br -2.791540 -1.516852 0.242784 -0.10 0.07 0.24 0.19
H -2.407636 2.334432 -0.650654 0.64 -0.87 0.31 0.09
H -1.681897 1.827174 -2.039875 0.54 0.24 -2.06 0.04
H -3.004950 0.812840 -1.330581 2.36 0.38 0.33 0.07
H 0.469361 1.809199 -1.766706 -0.09 -1.11 1.71 0.13
H 0.230659 2.358363 -0.164031 1.39 0.42 1.08 0.07
H 1.128343 0.702556 -0.515737 1.62 0.00 0.98 0.02
H 1.761528 -1.978913 2.139133 1.51 -0.50 -0.82 0.05
H 0.864387 -0.686385 2.879663 -0.36 -1.68 0.06 0.09
H 0.065220 -2.416002 2.452216 1.12 0.72 0.91 0.10
H 1.196260 -0.952544 -0.804873 0.75 -0.78 -0.29 0.05
H 1.157402 -2.649039 -0.019525 -0.13 0.65 -0.29 0.09
H -0.253568 -1.876353 -0.889687 0.40 -0.32 0.32 0.04
```
Forces are in eV/Å.

## Properties
Highest occupied orbital energy (Ha): -0.3069
Relative energy (zero: lowest compared OMol25 entry of this formula, charge and spin) (eV): 0.000
Electronic energy (eV): -86653.1395
Net charge: 0
Strongest force on any atom (Eh/bohr): 0.088
SMILES string: CN(C)P(Br)N(C)C

=====

Molecular formula: C4H12Cl2OSi2
Method: DFT, ωB97M-V/def2-TZVPD

Structure (XYZ):
```
21
Properties=species:S:1:pos:R:3:forces:R:3:lowdin_charge:R:1
Cl -0.221693 -0.024659 -3.430496 0.08 -0.34 0.56 0.30
Cl -1.811398 1.159906 1.326738 0.12 -0.97 0.32 0.36
O 0.192248 -0.591472 -0.317448 -0.77 0.53 0.44 -0.32
C -0.350763 2.112231 -1.176511 -0.23 0.73 -0.84 -0.27
C 2.284849 0.803455 -1.621554 -0.32 -0.11 -0.27 -0.18
C -1.930468 -2.093092 0.760865 0.76 0.43 0.15 -0.18
C 0.393172 -0.916876 2.544024 -0.08 0.61 -1.01 -0.18
Si 0.446940 0.511063 -1.514340 0.84 0.57 -0.37 -0.01
Si -0.754932 -0.654395 1.077762 0.47 -0.56 -0.91 0.13
H -0.085453 2.417928 -0.175653 0.16 0.42 0.15 0.00
H -0.050307 2.874573 -1.937120 -0.05 -0.61 0.63 0.06
H -1.425069 2.017801 -1.218581 -0.37 0.14 -0.01 0.00
H 2.650901 1.523804 -0.876769 -0.21 -0.07 -0.32 0.04
H 2.612635 1.049055 -2.640691 -0.06 0.14 0.39 0.04
H 2.695328 -0.151817 -1.366042 0.68 -0.67 0.11 0.01
H -1.387199 -3.003498 0.453616 -0.07 0.43 0.25 0.05
H -2.461241 -2.272496 1.681321 -0.40 -0.31 0.30 0.02
H -2.637042 -1.856337 -0.022643 -0.22 0.14 -0.17 0.03
H -0.171079 -1.319951 3.361128 -0.22 -0.40 0.53 0.02
H 1.174014 -1.612731 2.209275 -0.14 0.13 0.28 0.04
H 0.836556 0.027508 2.883119 0.02 -0.24 -0.18 0.04
```
Forces are in eV/Å.

## Properties
Highest occupied orbital energy (Ha): -0.3802
Relative energy (zero: lowest compared OMol25 entry of this formula, charge and spin) (eV): 0.000
Electronic energy (eV): -47197.3166
Net charge: 0
Strongest force on any atom (Eh/bohr): 0.023
SMILES string: C[Si](C)(Cl)O[Si](C)(C)Cl